Entry from OMol25: a molecular structure, C46H58IrN2O2S2Se (ωB97M-V with the def2-TZVPD basis set).

As for the multiplicity: 2. The net charge is +2. The calculation puts the electronic energy at -5349.287305 hartree. For the energy above the lowest of the compared OMol25 structures with the same formula, charge and spin, the calculation gives 0.998 eV. As for the expectation value of S²: 0.92. For the HOMO-LUMO gap (spin up / spin down), the calculation gives 0.179 / 0.184 Eh.

Geometry as XYZ:
```
112
C46H58IrN2O2S2Se (ωB97M-V with the def2-TZVPD basis set)
Ir 0.41 -0.47 -0.46
C -4.21 -1.61 -6.06
C -3.32 -2.83 -5.81
C -2.29 -2.92 -6.96
C -4.19 -4.10 -5.82
C -2.55 -2.74 -4.51
C -2.67 -1.64 -3.63
C -1.81 -1.51 -2.58
Se -1.73 0.19 -1.63
C -2.72 0.26 0.04
C -3.85 1.03 0.09
C -4.43 1.35 1.33
C -3.80 0.86 2.47
C -2.65 0.08 2.46
C -2.08 -0.26 1.19
O -1.00 -0.98 1.10
C -1.92 -0.30 3.74
C -0.51 0.34 3.72
C -1.77 -1.83 3.83
C -2.64 0.20 4.99
C -5.62 2.29 1.38
C -6.79 1.66 0.61
C -5.24 3.62 0.70
C -6.08 2.59 2.81
C -0.78 -2.47 -2.30
O 0.09 -2.26 -1.41
C -0.76 -3.68 -3.11
C -1.63 -3.75 -4.17
C 0.24 -4.79 -2.82
C 1.68 -4.25 -2.90
C 0.12 -5.96 -3.80
C -0.04 -5.32 -1.39
H -4.68 -1.71 -7.04
H -3.64 -0.68 -6.05
H -5.01 -1.55 -5.32
H -2.82 -2.92 -7.91
H -1.69 -3.82 -6.90
H -1.62 -2.06 -6.94
H -4.75 -4.14 -6.75
H -4.90 -4.08 -4.99
H -3.59 -5.01 -5.73
H -3.42 -0.88 -3.81
H -4.29 1.40 -0.82
H -4.22 1.12 3.43
H 0.08 -0.04 2.90
H 0.00 0.11 4.66
H -0.59 1.43 3.63
H -1.21 -2.22 2.99
H -2.75 -2.31 3.84
H -1.25 -2.09 4.75
H -2.70 1.29 5.02
H -2.09 -0.12 5.87
H -3.65 -0.22 5.06
H -6.55 1.51 -0.45
H -7.66 2.31 0.66
H -7.06 0.69 1.04
H -4.95 3.48 -0.34
H -4.40 4.08 1.23
H -6.09 4.30 0.73
H -6.37 1.68 3.33
H -6.95 3.25 2.78
H -5.30 3.09 3.38
H -1.58 -4.62 -4.81
H 1.87 -3.82 -3.88
H 2.38 -5.07 -2.75
H 1.86 -3.50 -2.14
H 0.37 -5.65 -4.82
H -0.88 -6.39 -3.80
H 0.82 -6.74 -3.51
H 0.08 -4.53 -0.65
H 0.67 -6.12 -1.17
H -1.05 -5.72 -1.32
S 2.52 -1.05 0.38
C 3.04 0.37 1.22
N 4.10 0.31 2.00
C 4.51 1.52 2.72
C 4.26 2.73 1.86
N 2.85 2.76 1.49
C 2.11 4.01 1.28
C 2.74 5.22 1.92
C 3.14 6.30 1.13
C 3.70 7.42 1.71
C 3.88 7.48 3.09
C 3.48 6.41 3.88
C 2.90 5.29 3.30
C 2.33 1.62 1.07
S 0.77 1.64 0.35
C 4.97 -0.86 2.12
C 6.25 -0.64 1.35
C 7.47 -0.58 2.00
C 8.64 -0.35 1.29
C 8.59 -0.16 -0.09
C 7.37 -0.25 -0.75
C 6.20 -0.48 -0.04
H 5.57 1.45 2.96
H 3.95 1.60 3.66
H 4.89 2.68 0.96
H 4.51 3.64 2.40
H 1.11 3.87 1.68
H 2.00 4.18 0.20
H 3.00 6.25 0.06
H 4.00 8.25 1.09
H 4.31 8.35 3.54
H 3.61 6.45 4.95
H 2.57 4.47 3.93
H 4.44 -1.73 1.74
H 5.19 -1.02 3.18
H 7.52 -0.73 3.08
H 9.59 -0.31 1.80
H 9.49 0.05 -0.64
H 7.33 -0.13 -1.82
H 5.26 -0.56 -0.56
```

Entry from OMol25: a gas-phase ion, C11H13ClN (charge +1) (ωB97M-V with the def2-TZVPD basis set).

As for the multiplicity: 1. The net charge is +1. The calculation puts the electronic energy at -941.611385 hartree. For the energy above the lowest of the compared OMol25 structures with the same formula, charge and spin, the calculation gives 0.613 eV. For the HOMO-LUMO gap, the calculation gives 0.325 Eh.

Geometry as XYZ:
```
26
C11H13ClN (ωB97M-V with the def2-TZVPD basis set)
N -0.23 -0.87 -1.73
C 0.51 -0.14 -0.56
C -0.48 -0.07 0.61
C -0.50 -1.02 1.63
C -1.62 -1.16 2.47
C -2.68 -0.25 2.33
Cl -4.08 -0.41 3.35
C -2.61 0.79 1.40
C -1.47 0.90 0.57
C 1.86 -0.67 -0.08
C 2.91 -0.07 -0.68
C 2.41 1.14 -1.52
C 0.91 1.22 -1.21
H 0.27 -1.12 -2.59
H -1.12 -0.62 -2.21
H -0.45 -1.72 -1.33
H 0.31 -1.77 1.76
H -1.68 -1.95 3.23
H -3.44 1.50 1.32
H -1.44 1.71 -0.15
H 2.00 -1.42 0.72
H 3.98 -0.35 -0.69
H 2.60 0.96 -2.61
H 2.96 2.08 -1.26
H 0.33 1.19 -2.10
H 0.71 2.14 -0.69
```

Entry from OMol25: a molecular structure, C23H49AlCl2F2N4O9PS (ωB97M-V with the def2-TZVPD basis set).

As for the multiplicity: 1. The net charge is -1. The calculation puts the electronic energy at -3902.972308 hartree. For the HOMO-LUMO gap, the calculation gives 0.069 Eh.

Geometry as XYZ:
```
92
C23H49AlCl2F2N4O9PS (ωB97M-V with the def2-TZVPD basis set)
C -2.34 -1.37 4.94
C -1.97 0.12 4.45
C -0.69 0.76 5.13
C -0.18 2.21 4.78
C -1.03 3.03 3.73
C -2.32 2.39 3.05
C -2.82 0.92 3.36
C -4.08 0.19 2.68
P -5.63 1.28 2.47
S -5.06 1.87 0.44
C -6.37 0.74 4.16
C -6.78 1.99 5.09
N -6.09 2.13 6.23
H -1.94 -1.53 6.03
H -3.48 -1.48 5.02
H -1.84 -2.13 4.24
H -0.08 0.14 5.90
H 0.78 2.65 5.26
H -0.70 4.10 3.43
H -2.87 3.06 2.31
H -3.77 -0.14 1.61
H -4.33 -0.79 3.25
H -6.83 0.74 1.85
H -5.70 2.68 2.87
H -3.76 2.38 0.44
H -5.71 0.02 4.75
H -7.36 0.16 3.95
H -7.63 2.69 4.75
H -6.50 2.97 6.67
O -1.48 1.99 7.95
Cl -0.23 1.72 8.64
O -0.51 1.43 10.04
O 0.63 2.88 8.55
O 0.43 0.58 8.03
Al 0.99 1.18 3.15
C 2.05 -3.12 0.35
N 1.70 -1.82 0.97
O 1.91 -0.83 0.30
O 1.22 -1.85 2.10
H 2.46 -2.93 -0.64
H 2.80 -3.60 0.99
H 1.14 -3.72 0.29
C -9.64 3.17 7.60
C -9.63 3.52 6.14
N -9.62 3.79 4.98
H -8.78 2.52 7.83
H -9.57 4.07 8.20
H -10.56 2.64 7.85
F -2.36 1.02 1.15
C 3.59 -4.93 -3.75
C 3.63 -3.39 -3.78
C 4.91 -2.94 -4.50
O 3.68 -2.96 -2.53
H 4.45 -5.36 -3.22
H 2.68 -5.29 -3.26
H 3.59 -5.33 -4.77
H 2.80 -3.08 -4.43
H 5.82 -3.30 -4.00
H 4.97 -1.84 -4.56
H 4.93 -3.32 -5.53
F 2.30 -0.46 -1.81
C 5.61 -5.25 -10.69
C 5.91 -4.10 -9.74
C 6.16 -4.56 -8.29
O 4.92 -4.91 -7.67
C 4.64 -6.31 -7.66
N 4.72 -3.17 -9.70
H 4.64 -5.70 -10.50
H 5.61 -4.90 -11.72
H 6.37 -6.03 -10.61
H 6.76 -3.52 -10.11
H 6.57 -3.72 -7.72
H 6.90 -5.37 -8.24
H 5.55 -6.92 -7.68
H 4.00 -6.55 -8.51
H 4.09 -6.54 -6.75
H 4.29 -2.97 -10.66
H 4.94 -2.28 -9.25
H 4.01 -3.63 -9.10
Cl 5.30 -2.64 -11.73
C 0.47 6.00 0.84
C 0.34 7.17 1.80
C 0.09 8.47 1.06
O 1.54 7.28 2.57
H 1.31 6.14 0.16
H 0.66 5.07 1.39
H -0.44 5.87 0.25
H -0.48 6.98 2.50
H 0.92 8.70 0.38
H 0.01 9.30 1.76
H -0.83 8.42 0.47
H 2.27 7.45 1.96
```